{"formula": "C39H40N3O3TeV", "method": "the ωB97M-V functional and the def2-TZVPD basis", "symbols": ["V", "C", "C", "C", "C", "C", "C", "C", "C", "N", "C", "O", "C", "C", "C", "C", "C", "N", "C", "O", "N", "C", "C", "C", "C", "C", "C", "C", "C", "H", "H", "H", "H", "H", "H", "H", "H", "H", "H", "H", "H", "H", "H", "H", "H", "H", "H", "H", "H", "H", "Te", "C", "C", "C", "C", "C", "C", "C", "C", "C", "C", "C", "C", "H", "H", "H", "H", "H", "H", "H", "H", "H", "H", "C", "C", "C", "C", "O", "H", "H", "H", "H", "H", "H", "H", "H", "H"], "coordinates": [[0.724, -1.028, 0.183], [2.870, -1.944, 2.870], [2.097, -0.879, 3.596], [2.703, -0.106, 4.581], [1.997, 0.889, 5.239], [0.666, 1.108, 4.913], [0.033, 0.351, 3.935], [-1.406, 0.605, 3.574], [0.757, -0.642, 3.272], [0.166, -1.368, 2.208], [-0.806, -2.251, 2.481], [-1.313, -2.547, 3.567], [-1.294, -2.927, 1.221], [-2.266, -3.906, 1.194], [-2.595, -4.481, -0.033], [-1.922, -4.083, -1.187], [-0.956, -3.103, -1.077], [-0.687, -2.521, 0.097], [-0.091, -2.644, -2.227], [-0.242, -3.154, -3.339], [0.808, -1.724, -1.828], [1.724, -1.223, -2.788], [1.288, -0.467, -3.885], [-0.173, -0.227, -4.139], [2.236, 0.065, -4.756], [3.590, -0.144, -4.561], [4.011, -0.901, -3.478], [3.095, -1.442, -2.585], [3.568, -2.273, -1.424], [3.906, -1.971, 3.211], [2.872, -1.760, 1.793], [2.425, -2.929, 3.026], [3.746, -0.285, 4.823], [2.480, 1.492, 5.999], [0.103, 1.881, 5.425], [-1.863, 1.294, 4.287], [-1.979, -0.324, 3.577], [-1.479, 1.043, 2.574], [-2.729, -4.197, 2.127], [-3.360, -5.246, -0.088], [-2.108, -4.513, -2.161], [-0.734, -0.176, -3.206], [-0.595, -1.050, -4.717], [-0.321, 0.709, -4.682], [1.895, 0.660, -5.597], [4.314, 0.282, -5.245], [5.069, -1.074, -3.314], [4.659, -2.297, -1.388], [3.201, -3.299, -1.499], [3.211, -1.867, -0.476], [-1.235, 1.450, -0.678], [-2.465, 3.150, -0.298], [-3.424, 3.112, 0.711], [-4.219, 4.221, 0.968], [-4.049, 5.388, 0.231], [-3.085, 5.436, -0.766], [-2.300, 4.320, -1.032], [-2.921, 0.217, -1.001], [-3.378, -0.601, 0.027], [-4.478, -1.427, -0.171], [-5.124, -1.438, -1.399], [-4.668, -0.626, -2.430], [-3.567, 0.197, -2.234], [-3.552, 2.210, 1.299], [-4.966, 4.176, 1.751], [-4.666, 6.254, 0.435], [-2.946, 6.342, -1.344], [-1.559, 4.358, -1.822], [-2.869, -0.597, 0.984], [-4.818, -2.065, 0.635], [-5.978, -2.085, -1.558], [-5.163, -0.641, -3.393], [-3.202, 0.816, -3.044], [4.257, 0.933, 0.582], [2.844, 1.435, 0.277], [2.825, 2.129, -1.085], [2.388, 2.396, 1.376], [1.975, 0.354, 0.242], [4.961, 1.761, 0.700], [4.609, 0.290, -0.231], [4.242, 0.353, 1.508], [3.552, 2.945, -1.128], [1.831, 2.539, -1.283], [3.058, 1.405, -1.870], [3.031, 3.278, 1.436], [2.395, 1.885, 2.342], [1.363, 2.724, 1.173]], "forces_ev_per_a": [[0.37, 0.31, 0.05], [-0.02, -0.05, 0.05], [0.10, 0.03, -0.06], [-0.01, 0.00, -0.05], [-0.05, 0.00, -0.01], [0.03, -0.01, 0.05], [-0.14, 0.06, 0.08], [-0.02, 0.03, -0.01], [-0.08, -0.09, -0.08], [0.06, -0.28, -0.08], [0.05, 0.23, -0.10], [0.02, -0.07, 0.02], [0.15, 0.07, -0.22], [-0.05, -0.15, -0.19], [0.10, 0.11, 0.02], [-0.13, -0.10, 0.17], [0.03, 0.17, 0.21], [-0.32, -0.29, -0.02], [0.13, 0.10, 0.01], [0.00, 0.04, 0.00], [-0.05, -0.19, 0.01], [-0.09, -0.01, 0.05], [-0.01, 0.01, 0.00], [0.01, -0.01, -0.01], [-0.01, 0.02, 0.01], [-0.01, 0.00, 0.00], [0.00, 0.02, 0.04], [0.02, -0.04, 0.03], [0.01, -0.03, -0.05], [0.00, 0.00, 0.02], [0.01, 0.04, 0.01], [-0.01, 0.01, -0.01], [-0.01, 0.00, 0.00], [0.00, -0.01, -0.01], [0.00, 0.00, -0.01], [0.02, 0.04, -0.02], [0.04, 0.07, 0.07], [0.02, -0.01, 0.00], [-0.01, -0.01, -0.01], [0.01, 0.01, 0.00], [-0.02, -0.02, 0.01], [0.04, 0.00, -0.02], [-0.01, -0.02, 0.00], [0.01, -0.02, 0.01], [0.00, -0.01, 0.01], [-0.01, 0.00, 0.00], [0.00, 0.00, 0.00], [-0.01, -0.01, -0.03], [-0.02, 0.02, 0.01], [0.00, 0.04, 0.01], [-0.09, 0.13, 0.05], [0.00, 0.07, 0.00], [-0.01, 0.01, 0.00], [0.04, 0.00, -0.04], [0.02, -0.03, 0.00], [0.00, -0.05, 0.03], [0.00, 0.00, 0.02], [0.04, -0.13, 0.02], [-0.03, 0.02, -0.03], [0.01, 0.03, -0.01], [0.03, 0.03, -0.02], [0.00, -0.01, 0.03], [0.02, -0.03, 0.01], [-0.01, 0.01, -0.01], [0.00, 0.00, 0.00], [0.01, -0.01, 0.00], [0.00, 0.00, 0.00], [-0.01, 0.00, 0.00], [0.01, 0.00, 0.02], [-0.01, 0.00, -0.01], [0.00, 0.00, 0.00], [0.01, 0.00, 0.01], [0.00, 0.00, 0.01], [0.05, -0.06, 0.01], [-0.02, -0.01, 0.01], [0.02, 0.03, -0.08], [-0.06, 0.01, 0.03], [-0.17, -0.10, -0.04], [0.01, 0.02, -0.01], [-0.03, 0.02, 0.05], [0.01, 0.03, -0.03], [0.00, 0.01, 0.00], [0.00, -0.02, -0.01], [-0.01, 0.04, 0.03], [0.01, 0.00, -0.01], [-0.02, 0.01, -0.01], [0.04, -0.02, 0.02]], "lumo_ev": [2.303, 2.300], "total_energy_ha": -3112.34881, "e_above_lowest_kcal_mol": 4.46, "orbital_gap_ev": [5.890, 7.789], "s2": 3.768, "e_homo_ev": [-3.587, -5.490], "spin_multiplicity": 4, "total_charge": -1}

=====

{"formula": "C6H9N", "method": "the ωB97M-V functional and the def2-TZVPD basis", "symbols": ["C", "C", "C", "C", "N", "C", "C", "H", "H", "H", "H", "H", "H", "H", "H", "H"], "coordinates": [[3.362, 0.412, 0.238], [1.988, -0.029, -0.009], [0.856, -0.384, -0.224], [-0.470, -0.886, -0.581], [-1.608, -0.147, 0.021], [-2.855, -0.447, -0.366], [-1.518, 0.933, 0.813], [3.786, 0.883, -0.655], [4.002, -0.433, 0.512], [3.396, 1.141, 1.053], [-0.613, -0.782, -1.665], [-0.558, -1.953, -0.350], [-3.642, -0.355, 0.367], [-3.064, -0.675, -1.404], [-2.158, 1.761, 0.545], [-0.903, 0.962, 1.702]], "forces_ev_per_a": [[0.05, 0.01, 0.01], [-0.51, -0.14, -0.08], [0.47, 0.17, 0.11], [0.02, -0.04, -0.06], [-0.16, 0.19, -0.09], [-0.14, -0.11, -0.21], [0.17, 0.12, 0.17], [-0.09, -0.07, 0.13], [-0.12, 0.11, -0.03], [-0.03, -0.11, -0.11], [0.03, -0.06, 0.15], [-0.04, 0.22, 0.09], [0.08, 0.21, -0.21], [0.09, -0.28, 0.05], [-0.16, -0.19, 0.37], [0.35, -0.05, -0.28]], "lumo_ev": [0.828, 0.837], "total_energy_ha": -288.59865, "e_above_lowest_kcal_mol": 115.08, "orbital_gap_ev": [7.850, 7.871], "e_homo_ev": [-7.022, -7.034]}

=====

{"formula": "C4H5NO2S2", "method": "the ωB97M-V functional and the def2-TZVPD basis", "symbols": ["C", "C", "C", "C", "N", "O", "O", "S", "S", "H", "H", "H", "H", "H"], "coordinates": [[-0.329, 1.548, 0.821], [-2.942, 0.825, -0.693], [0.150, -0.760, 1.187], [1.208, -0.572, 0.166], [-0.680, 0.463, 1.330], [1.043, 1.724, -1.537], [2.380, 1.845, 0.600], [-4.268, 1.573, -1.057], [1.182, 1.299, -0.142], [-1.041, 2.352, 0.822], [-0.548, -1.501, 1.082], [0.519, -0.852, 2.270], [2.150, -0.746, 0.584], [1.116, -1.317, -0.702]], "forces_ev_per_a": [[0.33, -2.00, -0.42], [-2.10, 0.99, -0.76], [0.66, 2.96, 3.05], [-0.81, -0.41, -1.75], [-0.74, -0.20, 0.79], [-0.23, -0.86, 1.61], [-3.09, -1.43, -1.47], [1.91, -1.05, 0.56], [3.57, 1.60, -0.41], [0.50, 0.83, -0.15], [-1.42, -2.13, -0.77], [-0.03, -0.18, -1.55], [1.60, 0.07, 0.51], [-0.14, 1.81, 0.75]], "lumo_ev": -0.487, "total_energy_ha": -1156.86380, "e_above_lowest_kcal_mol": 110.96, "orbital_gap_ev": 9.514, "e_homo_ev": -10.001}

=====

{"formula": "C4H10N2O", "method": "the ωB97M-V functional and the def2-TZVPD basis", "symbols": ["C", "C", "C", "C", "N", "N", "O", "H", "H", "H", "H", "H", "H", "H", "H", "H", "H"], "coordinates": [[-1.972, -0.689, 0.604], [2.709, -0.023, -0.246], [1.329, 0.382, -0.680], [0.261, 0.307, 0.500], [-3.143, -0.731, -0.089], [-1.050, 0.152, -0.014], [-1.491, 0.824, -1.058], [-1.693, -1.276, 1.376], [2.837, 0.445, 0.800], [2.681, -1.102, 0.014], [3.484, 0.539, -0.823], [0.938, -0.138, -1.581], [1.364, 1.451, -0.849], [0.400, -0.565, 1.286], [0.383, 1.259, 0.997], [-3.920, -0.971, 0.452], [-3.117, 0.135, -0.688]], "forces_ev_per_a": [[1.75, 4.08, -5.17], [-0.12, 1.06, 2.66], [-1.46, 0.03, 0.49], [2.05, -1.59, 0.29], [1.64, 0.91, -0.10], [-4.17, -2.45, 1.39], [0.77, 0.02, 0.63], [0.69, -1.71, 2.36], [-0.06, -0.51, -1.22], [1.06, 0.45, -0.95], [-0.31, -1.60, 0.07], [0.34, 0.36, 0.61], [-0.16, 0.14, -0.74], [0.08, 1.70, -1.63], [-0.28, 0.21, 0.51], [-1.46, -0.29, 0.56], [-0.36, -0.80, 0.25]], "lumo_ev": [0.844, 0.844], "total_energy_ha": -343.05196, "e_above_lowest_kcal_mol": 93.82, "orbital_gap_ev": [8.503, 8.504], "e_homo_ev": [-7.659, -7.660]}

=====

{"formula": "C4H9N3", "method": "the ωB97M-V functional and the def2-TZVPD basis", "symbols": ["C", "C", "C", "C", "H", "H", "H", "H", "H", "H", "H", "H", "H", "N", "N", "N"], "coordinates": [[1.062, 1.742, 0.269], [0.041, 0.696, -0.194], [-1.276, 0.844, -0.122], [0.464, -0.620, 0.000], [0.742, 2.816, -0.014], [2.104, 1.804, -0.313], [1.456, 1.471, 1.373], [-1.844, 1.837, -0.690], [-3.290, 0.096, -0.116], [-1.610, -1.019, 0.711], [2.446, -1.837, -0.044], [2.490, -0.322, -0.934], [0.161, -2.558, 0.003], [-2.208, -0.227, -0.005], [1.963, -0.807, -0.119], [-0.384, -1.574, 0.168]], "forces_ev_per_a": [[2.53, 1.52, -0.95], [2.88, 1.16, 2.13], [-6.92, 1.32, -3.56], [3.69, -1.85, -1.28], [-0.04, -1.57, 1.47], [-2.19, -0.81, 0.87], [-1.34, 1.23, -2.32], [1.91, -2.29, 2.34], [3.70, -1.02, 0.78], [-1.73, 0.91, -2.45], [-2.38, 3.20, -0.16], [-1.81, -0.85, 1.95], [-1.81, 2.80, 0.88], [-0.88, 2.90, 1.24], [0.87, -2.15, -1.18], [3.52, -4.49, 0.23]], "lumo_ev": 0.949, "total_energy_ha": -321.92227, "e_above_lowest_kcal_mol": 105.48, "orbital_gap_ev": 8.965, "e_homo_ev": -8.016}

=====

{"formula": "C19H26N4O4S", "method": "the ωB97M-V functional and the def2-TZVPD basis", "symbols": ["C", "C", "C", "C", "C", "C", "C", "N", "C", "O", "C", "H", "H", "S", "C", "N", "N", "C", "O", "C", "N", "C", "O", "O", "C", "C", "H", "H", "H", "C", "H", "H", "H", "C", "H", "H", "H", "H", "C", "H", "H", "H", "H", "H", "C", "H", "H", "H", "H", "H", "H", "H", "H", "H"], "coordinates": [[0.302, 4.767, -0.842], [1.727, 4.396, -0.555], [2.524, 5.196, 0.248], [3.839, 4.848, 0.500], [4.362, 3.688, -0.037], [3.592, 2.851, -0.838], [2.275, 3.232, -1.103], [1.434, 2.421, -1.903], [1.701, 1.996, -3.149], [2.676, 2.285, -3.804], [0.632, 1.094, -3.780], [1.137, 0.247, -4.242], [0.108, 1.657, -4.554], [-0.668, 0.455, -2.683], [0.299, -0.593, -1.713], [1.582, -0.772, -1.769], [1.878, -1.685, -0.821], [0.776, -2.012, -0.237], [-0.286, -1.350, -0.762], [0.583, -2.962, 0.901], [-0.784, -3.423, 0.957], [-1.734, -2.703, 1.621], [-1.475, -1.794, 2.369], [-2.944, -3.195, 1.330], [-4.132, -2.637, 1.948], [-4.068, -2.809, 3.465], [-4.998, -2.466, 3.911], [-3.246, -2.229, 3.875], [-3.920, -3.857, 3.717], [-4.282, -1.165, 1.566], [-5.221, -0.781, 1.953], [-3.464, -0.585, 1.982], [-4.275, -1.058, 0.483], [-5.277, -3.464, 1.362], [-5.141, -4.514, 1.606], [-6.225, -3.124, 1.768], [-5.296, -3.361, 0.280], [-1.102, -4.072, 0.254], [1.566, -4.122, 0.803], [1.472, -4.761, 1.676], [2.577, -3.732, 0.741], [1.369, -4.711, -0.090], [0.748, -2.400, 1.831], [0.507, 2.251, -1.535], [4.168, 1.584, -1.377], [5.074, 1.318, -0.838], [3.456, 0.763, -1.308], [4.412, 1.709, -2.432], [5.385, 3.413, 0.173], [4.455, 5.482, 1.121], [2.112, 6.100, 0.672], [-0.386, 4.061, -0.374], [0.083, 5.758, -0.453], [0.112, 4.766, -1.915]], "forces_ev_per_a": [[0.09, 0.00, 0.01], [0.03, -0.04, -0.08], [0.01, -0.04, 0.00], [0.03, 0.04, 0.03], [-0.05, 0.04, -0.01], [-0.05, 0.03, 0.01], [0.28, 0.27, 0.10], [-0.22, 0.22, 0.57], [-0.43, -0.26, -0.31], [0.20, 0.08, -0.17], [0.03, -0.23, 0.20], [0.04, 0.13, 0.00], [0.01, -0.03, 0.05], [-0.45, 0.23, -0.30], [0.76, -0.15, -0.06], [-0.80, 0.96, -0.99], [0.11, -1.14, 1.14], [0.59, 0.08, -0.16], [-0.12, 0.15, -0.08], [-0.13, 0.05, 0.36], [0.06, -0.25, -0.16], [0.17, -0.28, -0.11], [-0.05, 0.33, 0.19], [-0.09, -0.14, -0.13], [-0.51, 0.29, 0.29], [0.21, 0.01, -0.25], [-0.13, 0.01, 0.04], [-0.02, 0.02, 0.06], [-0.03, -0.11, 0.04], [0.23, -0.21, 0.03], [-0.13, 0.02, 0.02], [-0.03, 0.06, 0.01], [-0.05, 0.02, -0.11], [0.44, 0.13, 0.06], [-0.02, -0.12, 0.04], [-0.10, 0.05, 0.05], [-0.04, 0.02, -0.12], [-0.03, 0.03, 0.06], [-0.09, 0.21, 0.07], [-0.02, -0.03, 0.08], [0.10, -0.04, -0.04], [0.02, -0.07, -0.11], [0.00, -0.15, -0.21], [0.14, -0.11, -0.16], [0.09, -0.04, -0.10], [0.05, -0.04, 0.07], [0.02, -0.04, -0.02], [0.04, -0.07, 0.01], [0.10, -0.05, 0.01], [0.06, 0.05, 0.06], [-0.06, 0.09, 0.03], [-0.13, 0.00, -0.01], [-0.06, 0.04, 0.03], [-0.08, 0.00, -0.05]], "lumo_ev": 0.375, "total_energy_ha": -1657.83476, "e_above_lowest_kcal_mol": 32.29, "orbital_gap_ev": 9.011, "e_homo_ev": -8.636}